Record 1
20
Properties=species:S:1:pos:R:3 method="wB97M-V/def2-TZVPD" s2=0.754 homo_energy_ev="-12.01 / -12.03" multiplicity=2 energy_ha=-681.39578 gap_ev="3.31 / 3.40" lumo_energy_ev="-8.71 / -8.63" total_charge=+1 relative_energy_kcal_mol=50.61
O 1.9890 -0.3298 -0.3023
Ag 0.9590 1.3889 0.2414
O 2.8409 1.6468 -0.3658
C 3.1553 0.4207 -0.5243
O 4.1937 -0.1136 -0.8298
C 1.9784 -1.7569 -0.4568
C 0.5462 -2.2255 -0.3665
H 2.4275 -1.9969 -1.4288
H 2.6051 -2.1925 0.3327
H -0.0976 -1.6788 -1.0696
H 0.5024 -3.2952 -0.6072
H 0.1522 -2.0866 0.6494
C -3.1208 1.3639 0.7003
C -2.9348 2.6641 0.3818
H -3.7487 1.0714 1.5463
H -2.5856 3.0617 1.3740
H -3.7490 3.2113 -0.0943
O -0.9419 0.5699 0.9388
C -2.0497 0.4004 0.4256
H -2.1218 -0.1232 -0.5448

---

Record 2
30
Properties=species:S:1:pos:R:3 method="wB97M-V/def2-TZVPD" s2=8.790 homo_energy_ev="-15.39 / -16.22" multiplicity=6 energy_ha=-6512.43763 gap_ev="8.58 / 4.73" lumo_energy_ev="-6.81 / -11.49" total_charge=+2 relative_energy_kcal_mol=26.29
Pd 1.0315 -2.8212 -0.7784
I 1.6486 -3.7674 1.7175
C -0.3046 -4.0068 2.5558
H -0.6843 -5.0434 2.5368
H -0.7117 -3.4678 3.3358
Se 2.1255 -5.9411 -4.4862
C 1.5704 -5.1705 -2.9268
N 1.3621 -4.4306 -2.0489
C 1.5163 2.8092 1.4123
C 0.2429 3.2046 2.1204
C -0.9520 2.6002 1.5002
N -1.5384 1.5371 2.0940
N -2.3413 0.8669 1.2982
C -2.4688 1.5633 0.1029
N -3.1929 1.0414 -0.8209
S -1.5335 2.9719 -0.1126
H 2.4111 2.7659 2.1265
H 1.7096 3.3675 0.5166
H 1.3629 1.7529 1.1661
H 0.2361 4.2633 2.2607
H 0.1569 2.9658 3.2231
H -3.5238 0.0842 -0.6150
H -3.0573 1.3406 -1.7908
F 0.4131 -1.3793 -2.7087
As 0.7352 0.3141 -2.0939
F 0.6330 -0.4663 -0.4173
F -0.9531 0.5474 -2.0301
F 0.9630 1.8355 -1.3104
F 0.7544 0.8470 -3.7221
F 2.3891 -0.1843 -2.1047

---

Record 3
20
Properties=species:S:1:pos:R:3 method="wB97M-V/def2-TZVPD" smiles="C/N=B/C(F)(F)F.C=CC=C" homo_energy_ev=-9.01 energy_ha=-613.15086 gap_ev=9.64 lumo_energy_ev=0.63 relative_energy_kcal_mol=11.52
C -0.9663 -2.5431 -0.5159
N -1.9238 -1.5864 -0.3438
B -2.8625 -0.8438 -0.0596
C -4.0165 0.1865 0.1236
F -3.7982 1.4833 0.5261
F -4.8387 0.3436 -0.9860
F -4.8443 -0.3532 1.0906
H -0.8839 -2.7716 -1.5670
H 0.1722 -2.2997 -0.1479
H -1.2036 -3.5352 -0.1147
C -0.8710 2.3235 -0.7776
C 0.1309 1.5446 -0.3342
C 0.2906 1.0139 0.9812
C 1.3315 0.2626 1.1675
H -1.6357 2.8490 -0.1293
H -0.7166 2.6864 -1.7872
H 0.9845 1.2973 -0.9398
H -0.2776 1.1783 1.8673
H 2.1550 0.1693 0.4722
H 1.6869 -0.1208 2.1445

---

Record 4
24
Properties=species:S:1:pos:R:3 method="wB97M-V/def2-TZVPD" homo_energy_ev=-14.46 energy_ha=-1500.26614 gap_ev=6.60 lumo_energy_ev=-7.86 total_charge=+1
C 1.2585 -2.6263 0.2692
C 1.9613 -1.7311 -0.1121
C 2.9987 -0.7268 -0.6594
S 2.4719 1.0244 -0.4121
O 1.7985 1.6153 -1.5581
O 3.7063 1.7680 -0.1811
N 1.5869 1.0892 1.0417
S -0.0025 1.4514 0.9574
O -0.2105 2.8657 0.7181
O -0.4469 1.1855 2.4178
C -1.0077 0.4885 -0.2361
C -2.3288 -0.1323 0.3620
C -3.2966 -0.5185 -0.8460
F -3.0664 0.7858 1.1480
H 0.6199 -3.5235 0.4218
H 3.2707 -0.9519 -1.7283
H 3.9583 -0.8445 -0.0711
H -0.3758 -0.2977 -0.7355
H -1.3303 1.2158 -1.0417
H -2.0565 -1.0503 0.9469
H -2.7321 -0.9345 -1.7243
H -4.0692 -1.2299 -0.4464
H -3.7958 0.4555 -1.1318
Be 1.0242 0.2801 2.7900

---

F_max values (in eV/Å) by entry order: 3.4 2.9 4.1 5.6.